# 1
# C4H6N2O

C4H6N2O in the gas phase (ωB97M-V with the def2-TZVPD basis set, the OMol25 dataset).

Cartesian coordinates (Å):
C 2.015 0.487 0.127
C 0.605 -0.011 0.065
C 0.164 -1.292 0.193
N -1.381 -1.100 0.082
C -1.500 0.228 -0.092
O -2.677 0.848 -0.284
N -0.391 0.910 -0.100
H 2.179 0.944 1.110
H 2.140 1.261 -0.635
H 2.776 -0.286 -0.016
H 0.829 -2.097 -0.179
H -2.293 -1.565 0.250
H -2.392 1.759 -0.486

Output
SMILES string: Cc1c[nH]c(O)n1

Atom charges from the Mulliken analysis, given in e for atoms 1 to 4: atom 1 (C): -0.99, atom 2 (C): 0.62, atom 3 (C): -0.52, atom 4 (N): -0.12


# 2
# C4H6N2O

C4H6N2O in the gas phase (ωB97M-V with the def2-TZVPD basis set, the OMol25 dataset).

Cartesian coordinates (Å):
C 0.089 0.581 -2.050
C -0.055 -0.050 -0.716
N 0.432 -1.219 -0.385
C 0.185 -1.349 0.958
C -0.344 -0.196 1.448
O 0.112 0.424 2.574
N -0.621 0.597 0.348
H 0.893 0.051 -2.564
H 0.363 1.640 -1.968
H -0.830 0.494 -2.631
H 0.538 -2.171 1.563
H 0.451 -0.255 3.167
H -1.258 1.380 0.274

Output
SMILES string: Cc1ncc(O)[nH]1

Atom charges from the Mulliken analysis, given in e for atoms 1 to 4: atom 1 (C): -1.00, atom 2 (C): 0.46, atom 3 (N): -0.59, atom 4 (C): -0.46


# 3
# C4H6N2O

C4H6N2O in the gas phase (ωB97M-V with the def2-TZVPD basis set, the OMol25 dataset).

Cartesian coordinates (Å):
C 0.081 -0.780 -1.531
C 0.322 0.527 -0.779
C 0.062 0.529 0.492
C 0.073 0.726 1.929
N -0.528 -1.725 -0.984
N -0.638 -1.696 0.273
O 0.839 1.542 -1.582
H 0.550 -0.869 -2.571
H 0.238 -0.272 2.573
H 0.799 1.495 2.116
H -0.955 1.141 2.061
H -1.439 -2.274 0.513
H 0.597 1.657 -2.510

Atom charges from the Mulliken analysis, given in e for atoms 1 to 4: atom 1 (C): -0.27, atom 2 (C): 0.56, atom 3 (C): 0.29, atom 4 (C): -0.98


# 4
# C4H6N2O

A molecular structure, C4H6N2O (ωB97M-V with the def2-TZVPD basis set, the OMol25 dataset).

Cartesian coordinates (Å):
C -1.335 -0.016 -0.096
N -2.275 0.560 0.659
C 0.061 -0.473 1.144
C 1.254 0.200 -0.778
C 2.321 -0.598 -0.824
N 0.573 0.490 0.409
O -1.396 -0.428 -1.206
H -2.059 0.906 1.579
H -3.236 0.504 0.364
H -0.339 -0.043 2.082
H 0.924 0.767 -1.640
H 2.886 -0.704 -1.738
H 2.622 -1.166 0.044

Atom charges from the Mulliken analysis, given in e for atoms 1 to 4: atom 1 (C): 0.62, atom 2 (N): -0.34, atom 3 (C): -0.43, atom 4 (C): 0.21


# 5
# C4H6N2O

C4H6N2O in the gas phase (ωB97M-V with the def2-TZVPD basis set, the OMol25 dataset).

Cartesian coordinates (Å):
N -1.853 0.429 -0.002
C -0.427 0.345 0.067
C 0.705 1.203 0.047
C 1.803 0.387 0.000
N 1.378 -0.946 -0.013
C 0.017 -0.949 0.028
O -0.893 -1.928 0.011
H -2.202 0.713 -0.910
H -2.314 0.944 0.735
H 0.713 2.283 0.093
H 2.854 0.640 -0.002
H 1.989 -1.742 -0.097
H -1.716 -1.251 0.063

Output
SMILES string: Nc1cc[nH]c1O

Atom charges from the Mulliken analysis, given in e for atoms 1 to 4: atom 1 (N): -0.60, atom 2 (C): 1.03, atom 3 (C): -0.60, atom 4 (C): -0.64


# 6
# C4H6N2O

C4H6N2O in the gas phase (ωB97M-V with the def2-TZVPD basis set, the OMol25 dataset).

Cartesian coordinates (Å):
C 1.035 0.717 1.024
C 0.386 -0.540 0.332
C -0.784 -0.197 -0.617
C -0.286 0.692 -1.574
N 0.031 1.498 -2.313
N -1.207 -1.433 -1.198
O -2.225 -1.918 -0.809
H 0.324 1.559 1.282
H 1.854 1.120 0.432
H 1.204 0.297 2.024
H 1.292 -1.226 0.131
H -0.087 -0.856 1.287
H -1.537 0.288 -0.002

Output
SMILES string: CC[C@@H](C#N)N=O

Atom charges from the Mulliken analysis, given in e for atoms 1 to 4: atom 1 (C): -1.16, atom 2 (C): -0.77, atom 3 (C): 0.71, atom 4 (C): 0.11


# 7
# C4H6N2O

C4H6N2O in the gas phase (ωB97M-V with the def2-TZVPD basis set, the OMol25 dataset).

Cartesian coordinates (Å):
C 2.178 -0.278 0.128
C 0.719 -0.072 -0.150
N 0.121 -0.589 -1.183
C -1.228 -0.290 -1.053
C -1.420 0.295 0.141
O -2.508 0.655 0.866
N -0.194 0.508 0.761
H 2.726 -0.299 -0.818
H 2.356 -1.241 0.627
H 2.584 0.509 0.764
H -1.960 -0.553 -1.798
H -2.990 -0.176 0.925
H -0.428 1.516 0.804

Output
SMILES string: Cc1ncc(O)[nH]1

Atom charges from the Mulliken analysis, given in e for atoms 1 to 4: atom 1 (C): -0.96, atom 2 (C): 0.55, atom 3 (N): -0.54, atom 4 (C): -0.48


# 8
# C4H6N2O

C4H6N2O in the gas phase (ωB97M-V with the def2-TZVPD basis set, the OMol25 dataset).

Cartesian coordinates (Å):
H 0.031 2.275 1.067
N 0.823 1.643 0.930
C 0.373 0.673 0.256
C -1.026 0.441 -0.248
C -1.044 -1.081 -0.267
O 0.294 -1.477 -0.591
C 1.173 -0.541 -0.139
N 2.414 -0.765 -0.115
H 2.900 0.058 0.241
H -1.124 0.870 -1.254
H -1.799 0.879 0.391
H -1.719 -1.515 -1.003
H -1.297 -1.460 0.731

Output
SMILES string: [H]/N=C1\CCO\C1=N\[H]

Atom charges from the Mulliken analysis, given in e for atoms 1 to 4: atom 1 (H): 0.26, atom 2 (N): -0.69, atom 3 (C): 0.59, atom 4 (C): -0.47


# 9
# C4H6N2O

C4H6N2O in the gas phase (ωB97M-V with the def2-TZVPD basis set, the OMol25 dataset).

Cartesian coordinates (Å):
N 1.296 0.043 1.908
C 0.434 -0.072 0.795
C -0.572 -0.936 0.487
C -1.035 -0.624 -0.824
C -0.349 0.498 -1.221
O -0.441 1.294 -2.318
N 0.552 0.825 -0.257
H 1.729 -0.855 2.103
H 0.758 0.302 2.726
H -0.976 -1.726 1.107
H -1.366 -1.415 -1.464
H -1.330 1.177 -2.678
H 1.300 1.491 -0.365

Output
SMILES string: Nc1ccc(O)[nH]1

Atom charges from the Mulliken analysis, given in e for atoms 1 to 4: atom 1 (N): -0.56, atom 2 (C): -0.07, atom 3 (C): -0.36, atom 4 (C): -0.74


# 10
# C4H6N2O

C4H6N2O in the gas phase (ωB97M-V with the def2-TZVPD basis set, the OMol25 dataset).

Cartesian coordinates (Å):
C -2.313 0.209 -0.110
C -0.835 0.062 -0.293
C 0.228 0.487 0.556
C 1.322 -0.114 0.027
N 2.629 -0.240 0.497
O 0.976 -0.782 -1.091
N -0.388 -0.683 -1.274
H -2.829 -0.335 -0.906
H -2.610 -0.232 0.849
H -2.643 1.251 -0.116
H 0.210 1.114 1.434
H 3.277 0.436 0.112
H 2.976 -1.175 0.316

Output
SMILES string: Cc1cc(N)on1

Atom charges from the Mulliken analysis, given in e for atoms 1 to 4: atom 1 (C): -1.02, atom 2 (C): 0.70, atom 3 (C): -0.54, atom 4 (C): 0.30


# 11
# C4H6N2O

C4H6N2O in the gas phase (ωB97M-V with the def2-TZVPD basis set, the OMol25 dataset).

Cartesian coordinates (Å):
N -2.146 0.599 -0.142
C -0.736 0.390 -0.416
C -0.340 -1.050 -0.550
N 0.867 -1.118 -0.076
C 1.269 0.149 0.466
O 2.526 0.095 1.004
C 0.332 1.108 0.373
H -2.324 0.298 0.814
H -2.279 1.608 -0.116
H -0.840 -1.882 -1.031
H 1.466 -1.938 -0.111
H 2.730 1.013 1.231
H -0.550 0.708 -1.467

Atom charges from the Mulliken analysis, given in e for atoms 1 to 4: atom 1 (N): -0.64, atom 2 (C): 0.48, atom 3 (C): -0.45, atom 4 (N): 0.07


# 12
# C4H6N2O

C4H6N2O in the gas phase (ωB97M-V with the def2-TZVPD basis set, the OMol25 dataset).

Cartesian coordinates (Å):
C -1.945 -0.531 -0.621
C -0.554 -0.188 -0.211
N 0.382 0.237 -0.949
C 1.538 0.373 -0.059
C 1.109 0.081 1.386
O 2.136 1.619 -0.270
N -0.139 -0.303 1.167
H -2.035 -0.412 -1.701
H -2.664 0.134 -0.128
H -2.197 -1.562 -0.350
H 2.222 -0.458 -0.315
H 3.037 1.577 0.073
H -0.769 -0.611 1.899

Atom charges from the Mulliken analysis, given in e for atoms 1 to 4: atom 1 (C): -1.05, atom 2 (C): 0.50, atom 3 (N): -0.54, atom 4 (C): 0.33


# 13
# C4H6N2O

A molecular structure, C4H6N2O (ωB97M-V with the def2-TZVPD basis set, the OMol25 dataset).

Cartesian coordinates (Å):
C -0.313 0.380 0.004
C 0.891 1.064 -0.040
C 1.744 -0.029 -0.030
C 1.204 -1.223 -0.066
H -2.474 0.226 -0.399
H -1.602 2.033 -0.189
H 0.992 2.094 -0.101
H 2.799 0.422 -0.173
H 1.636 -2.284 0.460
H -1.816 -1.019 0.775
N -1.629 0.979 0.029
N -0.162 -0.960 -0.153
O -1.271 -1.683 -0.118

Atom charges from the Mulliken analysis, given in e for atoms 1 to 4: atom 1 (C): 0.42, atom 2 (C): -0.37, atom 3 (C): -0.46, atom 4 (C): -0.47


# 14
# C4H6N2O

C4H6N2O in the gas phase (ωB97M-V with the def2-TZVPD basis set, the OMol25 dataset).

Cartesian coordinates (Å):
N -2.237 -0.492 0.273
C -0.898 -0.071 0.118
C -0.329 1.152 -0.074
C 1.067 0.960 -0.276
C 1.308 -0.379 -0.092
O 2.449 -1.117 -0.059
N 0.122 -1.010 0.128
H -2.811 -0.081 -0.456
H -2.598 -0.163 1.162
H -0.823 2.115 -0.073
H 1.595 1.612 -0.942
H 3.167 -0.517 0.178
H -0.012 -2.008 0.112

Output
SMILES string: Nc1ccc(O)[nH]1

Atom charges from the Mulliken analysis, given in e for atoms 1 to 4: atom 1 (N): -0.56, atom 2 (C): -0.06, atom 3 (C): -0.37, atom 4 (C): -0.74


# 15
# C4H6N2O

A molecular structure, C4H6N2O (ωB97M-V with the def2-TZVPD basis set, the OMol25 dataset).

Cartesian coordinates (Å):
N -2.198 0.500 -0.203
C -0.887 0.314 -0.262
C -0.704 -1.110 0.001
N 0.664 -1.157 0.487
C 1.229 0.043 0.277
O 2.513 0.191 0.639
C 0.352 0.995 -0.241
H -2.648 1.278 -0.679
H -2.125 -0.769 0.220
H -0.794 -1.687 -0.928
H 1.209 -1.983 0.670
H 2.787 1.096 0.440
H 0.554 2.056 -0.322

Atom charges from the Mulliken analysis, given in e for atoms 1 to 4: atom 1 (N): -0.52, atom 2 (C): 0.43, atom 3 (C): -0.64, atom 4 (N): -0.13


# 16
# C4H6N2O

C4H6N2O in the gas phase (ωB97M-V with the def2-TZVPD basis set, the OMol25 dataset).

Cartesian coordinates (Å):
C 1.619 -1.463 -0.164
C 0.617 -0.367 -0.246
C 0.617 0.790 -0.931
N -0.529 1.527 -0.662
C -1.185 0.754 0.136
N -2.461 0.947 0.613
O -0.562 -0.395 0.485
H 1.174 -2.453 -0.032
H 2.173 -1.466 -1.109
H 2.343 -1.298 0.641
H 1.344 1.120 -1.657
H -2.941 0.081 0.810
H -2.992 1.562 0.010

Output
SMILES string: Cc1cnc(N)o1

Atom charges from the Mulliken analysis, given in e for atoms 1 to 4: atom 1 (C): -1.10, atom 2 (C): 0.65, atom 3 (C): -0.30, atom 4 (N): -0.61


# 17
# C4H6N2O

C4H6N2O in the gas phase (ωB97M-V with the def2-TZVPD basis set, the OMol25 dataset).

Cartesian coordinates (Å):
O -2.323 0.100 -0.229
C -0.934 0.039 -0.459
C -0.197 -0.797 0.504
N 1.000 -1.285 0.016
C 1.720 -0.230 -0.256
N 1.223 0.998 0.048
C -0.077 0.741 0.583
H -2.566 -0.894 0.139
H -0.565 -0.039 -1.506
H -0.902 -1.376 1.103
H 2.722 -0.344 -0.772
H 1.224 1.745 -0.639
H -0.325 1.342 1.469

Output
SMILES string: O[C@@H]1[C@H]2N=CN[C@@H]12

Atom charges from the Mulliken analysis, given in e for atoms 1 to 4: atom 1 (O): -0.53, atom 2 (C): 0.09, atom 3 (C): -0.29, atom 4 (N): -0.60


# 18
# C4H6N2O

C4H6N2O in the gas phase (ωB97M-V with the def2-TZVPD basis set, the OMol25 dataset).

Cartesian coordinates (Å):
C 2.331 0.496 -0.250
O 1.577 -0.412 0.523
C 0.228 -0.383 0.393
C -0.590 -1.363 0.900
N -1.882 -0.807 0.391
C -1.641 0.540 -0.156
N -0.384 0.700 -0.272
H 2.123 0.386 -1.323
H 3.379 0.251 -0.058
H 2.137 1.535 0.038
H -2.123 -0.992 -0.641
H -2.669 -1.030 1.005
H -2.487 1.080 -0.553

Atom charges from the Mulliken analysis, given in e for atoms 1 to 4: atom 1 (C): -0.62, atom 2 (O): -0.36, atom 3 (C): 0.72, atom 4 (C): -0.90


Respective calculated total energy values: -340.74945; -340.73918; -340.56895; -340.60300; -340.74656; -340.63026; -340.73110; -340.74609; -340.74982; -340.72912; -340.64239; -340.69434; -340.55774; -340.75017; -340.65009; -340.77318; -340.68322; -340.59995 Ha.